DFT (ωB97M-V/def2-TZVPD) results for a structure of composition C22H33N6Os.

HOMO-LUMO gap (spin up / spin down): 7.56 / 5.53 eV
F_max: 0.0078 hartree/bohr
Spin multiplicity: 5
<S²>: 6.0891
Net charge: +3
E_HOMO (spin up / spin down): -16.411 / -17.103 eV
Lowest unoccupied orbital energy (spin up / spin down): -8.85 / -11.57 eV
Energy: -34728.2273 eV

Cartesian coordinates (Å):
Os -0.268066 0.290651 -0.785544
C 1.834421 2.409747 -1.785274
C 0.502826 2.870284 -2.357030
N -0.556342 1.801280 -2.278171
C -0.706383 1.084682 -3.592560
C -1.655862 -0.076279 -3.407503
N -1.116040 -0.941389 -2.304067
C -0.188990 -2.011674 -2.856176
C 0.991498 -2.351987 -1.959069
C 0.641675 -2.623736 -0.504141
N 0.559314 -1.342518 0.277054
C 1.895758 -0.883086 0.759282
C 1.790037 0.513897 1.356927
N 1.037264 1.435597 0.429404
C 1.900907 2.472536 -0.268865
H 2.619888 3.059866 -2.175324
H 2.090435 1.404950 -2.151661
H 0.602135 3.168412 -3.400398
H 0.134299 3.738739 -1.809513
H -1.440117 2.281390 -2.103134
H 0.288000 0.742734 -3.887702
H -1.061828 1.777181 -4.356142
H -1.773628 -0.654863 -4.323222
H -2.647025 0.271282 -3.114853
H -1.910483 -1.432722 -1.891859
H 0.178696 -1.650892 -3.815371
H -0.798753 -2.892966 -3.056797
H 1.754178 -1.564995 -2.019719
H 1.470211 -3.236022 -2.383661
H 1.379026 -3.270456 -0.027907
H -0.326638 -3.119433 -0.411706
H -0.019802 -1.527347 1.097378
H 2.578685 -0.885435 -0.092302
H 2.288644 -1.586427 1.496857
H 2.803864 0.905802 1.432869
H 1.068972 1.591858 3.056950
H 0.394977 1.959604 1.022163
H 2.924044 2.350483 0.079764
H 1.564929 3.453091 0.070396
C -5.576377 1.242874 0.384438
C -4.646117 1.211058 -0.646719
C -3.322581 0.937483 -0.349625
C -2.910744 0.689615 0.958962
C -3.850914 0.720595 1.993017
C -5.173395 0.997777 1.694199
N -1.534752 0.430522 1.181350
N -1.294678 0.000437 2.383177
C -0.139902 -0.114404 3.042512
C -0.312197 -0.803397 4.271380
C 0.719187 -1.059680 5.129254
C 2.059971 -0.642305 4.827675
C 2.301481 0.070109 3.721569
C 1.215774 0.530211 2.779037
H -6.613530 1.459317 0.167815
H -4.957674 1.401031 -1.665381
H -2.600167 0.909558 -1.159717
H -3.545282 0.534102 3.009938
H -5.902421 1.027298 2.492438
H -1.312780 -1.142040 4.502842
H 0.523453 -1.589722 6.052214
H 2.864167 -0.899345 5.503417
H 3.307513 0.407885 3.499748

Forces on atoms 1 to 6 (eV/Å):
-0.357 0.116 0.134
0.034 -0.038 -0.055
-0.067 0.000 0.034
0.118 -0.025 -0.160
-0.003 0.033 0.056
0.027 0.026 0.080